Entry 1:
A 2-piece molecular cluster, C7H15N overall. Source: the Open Molecules 2025 dataset; level of theory: ωB97M-V with the def2-TZVPD basis set.

The value obtained for the energy above the lowest of the compared OMol25 structures with the same formula, charge and spin is 7.429 eV. The value obtained for the HOMO energy is -0.2419 Eh. Its gap between HOMO and LUMO is 4.54 eV. For the lowest unoccupied orbital energy, the calculation gives -2.04 eV.

Geometry as XYZ:
```
23
Properties=species:S:1:pos:R:3:forces:R:3
N 2.111047 0.580102 -0.924312 -4.670 -2.040 2.746
C -1.933544 1.074945 0.343523 -2.874 -1.106 -0.187
C -1.500785 -0.928166 -1.308434 2.359 0.603 1.726
C -0.563790 1.501011 0.273662 3.314 1.955 1.044
C 1.647941 0.294596 0.423166 3.501 2.396 -1.226
C -2.054116 -0.485777 0.064803 -2.600 -0.467 -0.063
C 0.515610 0.853158 0.995784 -3.270 -0.274 -1.713
C 2.625377 -0.511978 1.273766 -0.894 1.619 1.443
H -1.686592 -1.079335 0.936763 0.269 0.457 -0.850
H 1.327683 -1.670843 -1.970794 0.702 0.621 0.472
H 0.059275 0.407131 1.879389 0.581 -0.707 0.103
H -2.590746 1.608855 -0.408716 0.998 -0.430 0.601
H -3.123642 -0.898744 -0.043591 0.915 1.566 0.838
H 2.174607 -0.386048 2.326063 1.001 -0.877 -1.344
H -1.430198 -0.121699 -2.060151 -0.855 -0.464 0.105
H 2.109500 -0.508078 -1.215670 0.186 -0.068 -1.429
H 3.656786 -0.042582 1.306501 -1.246 -0.570 -0.371
H 2.683902 -1.547612 0.926249 -0.030 0.030 0.134
H -0.416129 -1.033855 -1.063510 -0.636 -0.852 -0.945
H -2.408803 1.398918 1.309048 0.402 -0.526 -0.354
H 1.152267 0.812440 -1.384946 2.260 0.061 0.253
H -0.391014 2.560069 -0.070256 0.170 -1.434 -0.693
H -1.964626 -1.876506 -1.608344 0.416 0.507 -0.290
```
Forces are in eV/Å.

---

Entry 2:
One molecule with the formula C7H15N. Source: the Open Molecules 2025 dataset; level of theory: ωB97M-V with the def2-TZVPD basis set.

The value obtained for the energy above the lowest of the compared OMol25 structures with the same formula, charge and spin is 1.032 eV. The value obtained for the HOMO energy is -0.3196 Eh. Its gap between HOMO and LUMO is 9.73 eV. Its structure (SMILES) is CC/C(C)=C(/C)CN. For the lowest unoccupied orbital energy, the calculation gives 1.03 eV.

Geometry as XYZ:
```
23
Properties=species:S:1:pos:R:3:forces:R:3
N 0.398829 0.179064 -2.792448 -0.033 1.016 0.128
C 0.121695 -1.062331 1.859398 -0.129 0.338 0.383
C -2.483454 0.642820 0.768606 0.740 0.346 -0.043
C 0.817065 -0.105696 -0.360026 0.715 0.557 0.717
C 0.590769 0.848737 -1.491490 -0.206 0.546 -0.974
C -1.002028 1.058540 1.081494 -0.356 0.078 -0.594
C 2.046680 -1.001562 -0.536557 0.278 -0.504 -0.436
C 0.044864 -0.043233 0.735173 -0.662 -0.016 0.990
H 2.252499 -1.736135 0.267813 -0.416 0.470 -0.508
H -2.842549 -0.169650 1.397274 0.210 0.048 0.427
H -0.306840 1.455696 -1.363936 -0.002 -0.180 0.389
H -0.982510 1.307953 2.139876 0.311 -0.614 0.409
H 3.016412 -0.462190 -0.682656 -0.917 0.233 0.321
H -3.149410 1.514485 0.933993 0.244 -0.597 -0.461
H -0.156464 -0.633987 -2.685017 -0.853 -0.760 0.219
H 1.248905 -0.151135 -3.178843 1.019 -0.127 -0.341
H 1.386662 1.602943 -1.619137 0.057 -0.463 0.110
H -0.762018 2.079730 0.703881 -0.180 -0.934 -0.610
H -2.533243 0.200823 -0.231347 -0.236 0.629 -0.149
H -0.735108 -1.737101 1.962240 -0.248 0.214 -0.549
H 1.964232 -1.547915 -1.494126 -0.107 -0.105 0.488
H 0.090856 -0.514257 2.816751 0.551 -0.322 -0.201
H 0.974157 -1.725599 1.769083 0.222 0.146 0.284
```
Forces are in eV/Å.

---

Entry 3:
One molecule with the formula C7H15N. Source: the Open Molecules 2025 dataset; level of theory: ωB97M-V with the def2-TZVPD basis set.

The value obtained for the energy above the lowest of the compared OMol25 structures with the same formula, charge and spin is 4.273 eV. The value obtained for the HOMO energy is -0.3116 Eh. Its gap between HOMO and LUMO is 9.63 eV. Its structure (SMILES) is C=CCCCN(C)C. For the lowest unoccupied orbital energy, the calculation gives 1.15 eV.

Geometry as XYZ:
```
23
Properties=species:S:1:pos:R:3:forces:R:3
N 0.425866 0.983899 -0.240780 1.333 1.198 0.819
C -0.772428 -2.003304 -0.996644 -3.455 2.631 0.177
C 1.056354 0.120278 0.852261 2.284 2.114 0.125
C -0.761654 1.661944 0.355381 2.317 2.035 2.846
C 0.865023 -1.423168 0.941109 -0.796 1.511 -1.832
C -0.656493 -1.700130 0.524327 3.482 -5.885 -1.074
C -1.640192 -1.269224 -1.753786 -1.428 0.856 -0.641
C 1.409716 2.105909 -0.587850 -1.686 -1.252 1.689
H -2.135964 -1.362133 -2.754204 1.668 -1.562 0.249
H -1.284505 -1.017714 0.986340 -1.319 1.369 0.322
H -1.532244 1.092192 0.073815 -3.590 -1.422 -1.425
H 1.720806 -1.912665 0.324394 -1.983 0.472 0.801
H -0.796094 1.510472 1.519549 0.282 0.577 -1.734
H 2.209621 0.296223 0.795532 -1.867 -0.224 0.022
H -0.909667 2.815086 0.225201 0.458 -2.275 -0.385
H 0.719229 0.748390 1.736800 0.731 -1.720 -0.112
H 1.681774 2.648868 0.355313 0.325 -0.391 -0.774
H -0.470262 -2.976707 -1.342398 0.558 -0.010 -0.111
H 0.831678 2.760851 -1.185600 -0.343 0.871 -0.709
H 2.214448 1.733062 -1.179722 0.800 -0.282 -0.014
H 1.012533 -1.658997 1.972444 0.171 -0.379 0.689
H -2.278671 -0.337225 -1.565190 1.719 -0.904 1.553
H -0.908867 -2.815901 0.943718 0.340 2.673 -0.481
```
Forces are in eV/Å.

---

Entry 4:
One molecule with the formula C7H15N. Source: the Open Molecules 2025 dataset; level of theory: ωB97M-V with the def2-TZVPD basis set.

The value obtained for the energy above the lowest of the compared OMol25 structures with the same formula, charge and spin is 1.896 eV. The value obtained for the HOMO energy is -0.3034 Eh. Its gap between HOMO and LUMO is 9.24 eV. Its structure (SMILES) is C[C@@H]1CN(C)C1(C)C. For the lowest unoccupied orbital energy, the calculation gives 0.98 eV.

Geometry as XYZ:
```
23
Properties=species:S:1:pos:R:3:forces:R:3
N -0.472905 1.349214 0.340954 1.566 -1.538 -1.657
C -1.613883 1.914918 -0.318822 -0.342 0.241 -0.615
C 0.625548 -2.001260 1.153141 -0.591 2.310 1.100
C 0.470677 0.051473 -0.378323 -1.377 3.106 0.389
C -0.378582 -0.729837 -1.360621 0.028 0.284 0.372
C 1.796764 0.455531 -0.990623 -0.530 0.600 0.037
C 0.521275 -0.349352 1.056251 0.831 -4.273 0.352
C -0.724953 0.431197 1.440108 0.462 -0.519 0.191
H 1.617081 1.088236 -1.859634 0.097 -0.016 -0.155
H -1.308126 -1.071874 -0.914263 -0.099 -0.121 0.022
H 0.173866 -1.579834 -1.756565 0.009 -0.156 0.051
H -0.709763 0.877258 2.440653 -0.148 0.045 -0.106
H 1.155948 -2.511351 0.353909 0.058 0.429 -0.297
H 1.403737 0.035338 1.565223 -0.039 0.241 -0.205
H 2.360616 -0.418435 -1.314213 -0.022 -0.152 0.010
H 1.143389 -2.232322 2.080980 -0.138 -0.265 0.119
H -1.453070 1.994514 -1.401097 0.216 0.136 0.152
H 2.398353 1.023401 -0.285469 0.016 0.019 0.065
H -0.622909 -0.089796 -2.209025 -0.020 0.038 -0.025
H -1.641375 -0.167012 1.323242 -0.042 0.043 -0.017
H -2.568874 1.369150 -0.227594 0.224 -0.200 0.263
H -0.397005 -2.364821 1.200538 -0.022 -0.334 0.009
H -1.775809 2.925666 0.061248 -0.140 0.082 -0.052
```
Forces are in eV/Å.

---

Look up the HOMO energy of the second one. -0.3196 Eh

---

Among the records above, which one has the lowest HOMO energy? number 2

---

gap between HOMO and LUMO of number 1 (C7H15N)? 4.54 eV